Entry 1:
100
Properties=species:S:1:pos:R:3 method="wB97M-V/def2-TZVPD" smiles="NC(N)=O.NC(N)=O.NC(N)=O.NC(N)=O.NC(N)=O.NC(N)=O.NC(N)=O.NC(N)=O.CCO.CCO.CCO.CCO" lumo_ev=-0.20 total_energy_ev=-65912.7286 largest_force_ev_per_a=6.464 homo_ev=-9.4 charge=0 e_above_lowest_kj_mol=815.5 homo_lumo_gap_ev=9.21
N 1.71898 6.20179 2.14183
C 0.84941 6.12198 1.17977
N 0.01063 7.09748 1.19822
O 0.84244 5.29925 0.29609
H 1.82948 7.11997 2.54783
H 2.45863 5.53374 2.30528
H -0.23133 7.66452 1.99825
H -0.60355 6.78362 0.46041
N 0.27275 -6.11488 -0.73561
C 1.37516 -6.20485 -0.07635
N 1.36956 -5.98081 1.18953
O 2.32526 -6.55221 -0.71157
H 0.38484 -6.39338 -1.69996
H -0.60016 -5.73059 -0.40325
H 2.26877 -6.18902 1.59961
H 0.50378 -5.60790 1.55212
N 0.99311 0.72600 1.10440
C -0.14759 0.06416 1.24568
N 0.09200 -1.19668 1.25057
O -1.28811 0.63431 1.26602
H 1.88557 0.33651 0.83623
H 0.83518 1.72030 1.02365
H -0.59159 -1.93768 1.31137
H 1.05280 -1.43550 1.05077
N -4.26423 -4.25227 -2.98847
C -4.44748 -4.77780 -1.82374
N -3.94874 -3.95908 -0.97176
O -4.99841 -5.81949 -1.54987
H -4.26432 -4.84958 -3.80292
H -4.08556 -3.25991 -3.04683
H -4.02337 -4.29399 -0.02182
H -3.52290 -3.07644 -1.21609
N 2.23445 -1.22937 -4.30040
C 2.68818 -0.74256 -5.38730
N 2.61366 -1.58128 -6.37896
O 3.11657 0.37594 -5.51419
H 2.14335 -0.77397 -3.40351
H 2.10174 -2.23056 -4.31055
H 2.39300 -2.56536 -6.32433
H 3.08520 -1.11524 -7.14089
N -3.81136 0.99203 5.23437
C -3.91909 2.03937 6.05140
N -4.89216 1.76382 6.88931
O -3.15160 2.94655 6.05688
H -3.21180 1.08899 4.42738
H -4.44583 0.22377 5.39964
H -4.94666 2.31699 7.73258
H -5.35469 0.91195 6.60561
N 2.85680 4.55247 -3.81135
C 2.76236 5.66583 -4.50912
N 2.46430 6.66308 -3.64072
O 2.91368 5.77965 -5.70701
H 3.05178 3.67139 -4.26501
H 2.45124 4.57500 -2.88663
H 2.76660 6.42843 -2.70602
H 2.35910 7.62801 -3.91990
N -4.77468 3.65388 1.49331
C -4.95263 4.93111 1.96024
N -4.07341 5.34317 2.82395
O -5.90970 5.59235 1.60537
H -5.61315 3.19734 1.16371
H -3.89864 3.15127 1.48749
H -3.46008 4.74644 3.36046
H -3.93478 6.34101 2.89592
C -2.78172 1.51115 -4.62786
C -2.61227 1.04221 -3.27219
O -3.64522 0.17752 -2.99781
H -2.08864 2.34375 -4.74836
H -3.80217 1.89276 -4.59400
H -2.46256 0.72140 -5.30796
H -2.64046 1.83488 -2.52453
H -1.65008 0.58051 -3.05059
H -4.34224 0.72025 -2.62204
C -5.35047 -5.64575 4.57795
C -3.98061 -5.00724 4.55671
O -3.31919 -5.55729 3.34503
H -5.24783 -6.70708 4.80407
H -6.09104 -5.41732 3.81147
H -5.90433 -5.30591 5.45307
H -3.32509 -5.18118 5.41003
H -4.10991 -3.92929 4.45988
H -3.26446 -6.49157 3.55884
C 4.69984 -2.12642 2.95788
C 5.16700 -2.46882 1.57115
O 4.28676 -1.80349 0.64179
H 3.66064 -2.44772 3.02810
H 4.66052 -1.05397 3.14873
H 5.19169 -2.68238 3.75606
H 5.29376 -3.52724 1.34365
H 6.19237 -2.12548 1.43390
H 4.77795 -1.17144 0.11183
C 8.05430 -0.15750 -2.41487
C 7.32197 1.19129 -2.49864
O 6.07376 1.10628 -1.86725
H 8.33155 -0.56487 -1.44261
H 9.06488 -0.04157 -2.80656
H 7.63997 -0.95410 -3.03282
H 6.92093 1.28608 -3.50774
H 7.95807 2.00437 -2.14882
H 5.61957 1.94209 -1.99662

Entry 2:
84
Properties=species:S:1:pos:R:3 method="wB97M-V/def2-TZVPD" lumo_ev="2.38 / 2.35" total_energy_ev=-42065.0904 s_squared=0.751 largest_force_ev_per_a=2.918 homo_ev="0.2 / -7.5" charge=-1 e_above_lowest_kj_mol=209.2 homo_lumo_gap_ev="2.19 / 9.89" multiplicity=2
C -3.12830 2.84525 0.99320
O -3.02638 3.51105 -0.26401
H -4.20070 2.65192 0.96724
H -2.68756 1.85454 1.10430
H -2.81165 3.46090 1.83511
H -2.13166 3.39206 -0.59100
C -1.16432 -0.24682 0.16851
O -0.06814 -0.90320 -0.54892
H -1.70067 0.46985 -0.45344
H -1.86789 -1.00569 0.51083
H -0.80161 0.22368 1.08238
H 0.71015 -0.34187 -0.57701
C -0.54617 0.80319 -3.87342
O -0.43118 -0.59527 -3.74523
H 0.38804 1.34136 -4.03387
H -1.09372 0.96393 -4.80211
H -1.05834 1.27531 -3.03505
H -1.28008 -1.04344 -3.73554
C -2.48904 -2.70401 3.16160
O -1.16480 -2.37740 3.34268
H -3.14980 -1.84390 3.05344
H -2.78353 -3.28921 2.29043
H -2.71683 -3.24886 4.07776
H -0.92422 -1.84568 2.58045
O 1.79517 -0.94845 1.67085
H 1.34026 -1.34200 0.92626
H 1.98592 -0.05353 1.38982
O -0.51226 -3.18372 -1.84637
H 0.16947 -3.21109 -2.51773
H -0.34340 -2.37332 -1.36578
C 3.20367 -2.89046 -2.34380
C 2.44347 -3.35778 -3.63018
O 1.82815 -4.60281 -3.21280
H 3.69164 -3.72199 -1.83531
H 2.46650 -2.49342 -1.64592
H 3.91812 -2.11456 -2.61879
H 3.11648 -3.52340 -4.47144
H 1.73337 -2.60376 -3.96974
H 1.47017 -4.92293 -4.04405
C -4.52846 1.21996 -2.66708
C -4.03115 2.51250 -3.22807
O -4.69832 2.73005 -4.47103
H -3.84394 0.78032 -1.94166
H -4.56389 0.50900 -3.49254
H -5.57390 1.29044 -2.36678
H -2.95271 2.49258 -3.38507
H -4.25442 3.28893 -2.49634
H -4.39497 3.57927 -4.80027
C 0.42752 0.85484 4.20139
C 1.88520 0.44808 4.51871
O 2.20912 -0.87338 4.19937
H -0.19522 0.19394 4.80431
H 0.00148 0.65991 3.21722
H 0.32677 1.87064 4.58364
H 2.14298 0.77595 5.52576
H 2.60080 1.13129 4.06127
H 2.15095 -0.92103 3.24233
C 1.28740 4.66658 2.02675
C 0.21579 3.66194 1.56423
O 0.01873 3.77891 0.21769
H 1.20294 5.69139 1.66520
H 2.31562 4.48013 1.71679
H 1.34579 4.70374 3.11455
H -0.78432 3.84605 1.95662
H 0.62205 2.67386 1.78041
H -0.07889 4.71304 0.01902
C 3.24274 2.59558 -1.49204
C 2.06231 1.64251 -1.53072
O 1.77598 1.36103 -0.15401
H 4.09156 2.05915 -1.06796
H 3.05363 3.49600 -0.90758
H 3.55629 2.82354 -2.51078
H 2.23798 0.74282 -2.12045
H 1.17428 2.11722 -1.94807
H 1.25958 2.13294 0.08909
C 0.65139 -4.40833 1.25795
C 1.39240 -4.35313 2.63843
O 1.64185 -5.73802 2.96903
H -0.17380 -5.09918 1.43085
H 1.20254 -4.90169 0.45737
H 0.40931 -3.40577 0.90531
H 0.86065 -3.88396 3.46621
H 2.25643 -3.70185 2.50659
H 2.27353 -6.24228 2.45106

Entry 3:
87
Properties=species:S:1:pos:R:3 method="wB97M-V/def2-TZVPD" lumo_ev=0.56 total_energy_ev=-44146.2698 largest_force_ev_per_a=3.923 homo_ev=-9.5 charge=0 e_above_lowest_kj_mol=196.8 homo_lumo_gap_ev=10.07
C 4.23699 0.36665 2.67510
O 3.33515 1.40830 2.36020
H 3.69893 -0.58617 2.77681
H 4.98729 0.32893 1.88954
H 4.71603 0.64276 3.62416
H 2.44393 1.13213 2.76930
C 2.13689 -2.76242 1.75753
O 2.61046 -2.86302 3.00395
H 0.98840 -2.71732 1.71893
H 2.57491 -1.86062 1.25660
H 2.40312 -3.66884 1.16994
H 2.79773 -3.79121 3.25021
C 0.95038 -0.56097 4.35068
O 1.15500 0.68302 3.64373
H 1.90155 -0.96404 4.73882
H 0.25074 -0.32742 5.17028
H 0.53027 -1.43553 3.73558
H 0.28544 1.11819 3.59410
C -0.47122 0.17004 0.03410
O -1.34121 -0.46694 0.94035
H -0.80435 1.17011 -0.14444
H 0.50807 0.16046 0.45013
H -0.48228 -0.33178 -0.93908
H -1.45825 0.17669 1.65952
C 0.84007 2.91095 -2.00112
O 0.30620 3.09463 -3.40062
H 0.00267 2.44066 -1.48953
H 1.80573 2.43404 -1.94443
H 0.94357 3.94721 -1.68104
H 0.95257 3.48487 -3.98098
C 5.03657 2.06533 -0.37899
O 3.63236 1.72479 -0.40830
H 5.33826 2.33873 0.63243
H 5.69733 1.23688 -0.62961
H 5.15999 2.89148 -1.10318
H 3.40795 1.49318 0.52926
C -2.28333 2.01440 4.16358
O -1.37575 1.71076 3.09584
H -3.20127 2.39383 3.67044
H -2.50246 1.17857 4.82276
H -1.83959 2.80944 4.76714
H -1.58956 2.31941 2.34231
C -2.23764 3.86600 0.02560
O -2.39613 2.86382 1.01372
H -3.16253 4.42327 -0.20138
H -1.47473 4.57581 0.38710
H -1.82795 3.40671 -0.84788
H -3.20230 2.36576 0.77890
O 0.77083 0.44554 -4.46224
H 1.33769 0.09769 -3.74549
H 0.48006 1.35804 -4.29775
C -4.25862 -2.54044 1.19022
C -3.29130 -3.46819 1.84336
O -2.18172 -2.90970 2.46194
H -3.92657 -2.08137 0.26856
H -4.58744 -1.78692 1.91187
H -5.21790 -3.07933 0.98523
H -2.93598 -4.24415 1.10007
H -3.80690 -4.06453 2.56546
H -1.71998 -2.35775 1.82726
C -3.53903 0.90292 -2.71638
C -3.92255 0.28829 -1.40879
O -4.29537 1.38858 -0.47996
H -3.26702 0.15323 -3.44640
H -2.63429 1.48532 -2.56478
H -4.33591 1.46716 -3.15471
H -3.10688 -0.25857 -0.99521
H -4.85223 -0.31567 -1.47174
H -5.14451 1.16228 -0.07866
C -1.87896 -3.04989 -2.14931
C -0.91899 -2.14250 -2.87050
O -1.50799 -1.29815 -3.80726
H -1.31936 -3.53530 -1.33681
H -2.23736 -3.85816 -2.74897
H -2.72572 -2.59266 -1.61177
H -0.23120 -2.81270 -3.33461
H -0.26460 -1.69381 -2.12329
H -0.78431 -0.79269 -4.21726
C 4.38614 -1.09543 -3.24218
C 3.06375 -1.32115 -2.54054
O 2.37576 -0.11008 -2.23075
H 4.72031 -2.09993 -3.57835
H 5.13089 -0.68603 -2.58882
H 4.27177 -0.37873 -4.05997
H 3.13799 -1.89536 -1.63499
H 2.37151 -1.78885 -3.26638
H 2.86198 0.49750 -1.63818